ORCA calculation (ωB97M-V/def2-TZVPD) on a 13-piece molecular cluster, C57H118O45P6 overall.

Calculated values
* orbital gap: 10.29 eV
* total charge: 0
* LUMO level: 0.060 eV

The geometry in XYZ format:
```
226
Properties=species:S:1:pos:R:3:forces:R:3
C 8.78472 5.12592 0.65307 -0.799 1.084 -0.667
C 8.65727 3.86305 1.50731 1.867 1.361 -0.706
O 8.06207 2.86946 0.69885 -1.122 -1.595 0.080
P 6.78250 2.00377 1.13663 1.423 -1.088 0.502
O 5.54842 2.77584 1.18070 -0.585 0.258 -0.309
O 7.24207 1.33127 2.50831 0.029 0.243 -0.443
C 6.47480 0.44972 3.34713 -1.876 0.608 0.512
C 4.94634 0.75406 3.33501 -0.017 -0.213 -0.282
O 6.81394 0.70878 0.17062 -0.015 0.837 0.051
C 6.90248 0.96901 -1.24177 -0.010 1.492 -0.870
C 8.21764 0.50052 -1.88349 -0.446 0.280 -0.020
H 9.48217 5.89581 0.98934 0.235 -0.442 0.499
H 9.09310 4.88091 -0.36463 0.228 -0.415 0.143
H 7.86449 5.69988 0.49890 0.304 -0.423 -0.037
H 9.71964 3.61810 1.61198 -0.238 -0.706 0.464
H 8.22967 3.97207 2.50163 -0.281 0.031 -0.219
H 6.66910 -0.60380 3.16516 0.273 0.090 -0.525
H 6.76907 0.67714 4.36841 0.470 -0.111 -0.044
H 4.73333 1.65701 3.90615 0.066 0.025 0.019
H 4.47870 0.90936 2.36139 0.639 0.004 -0.154
H 4.33977 -0.05625 3.74580 0.448 -0.158 0.400
H 6.01862 0.69454 -1.82442 -0.081 -1.183 0.640
H 6.76795 2.04909 -1.38005 0.602 0.159 0.101
H 8.86794 1.34922 -2.09248 0.029 0.014 0.145
H 8.77330 -0.19354 -1.25689 -0.202 -0.114 0.047
H 7.98794 0.03771 -2.84256 0.131 -0.175 0.053
C -1.49227 2.60963 -2.06735 0.546 -0.426 -0.246
C -1.22563 1.27727 -1.33995 -1.410 1.416 -2.035
O -1.90378 1.36579 -0.08903 1.095 0.614 1.811
P -0.95521 1.42336 1.22307 -0.539 -1.792 -0.303
O -1.65191 1.68480 2.49660 0.342 0.478 -0.908
O -0.34189 -0.06682 1.19282 0.945 0.821 -0.563
C -1.17022 -1.22441 1.00964 -0.631 -0.847 0.925
C -0.61583 -2.32705 0.09453 -0.019 -0.058 -0.692
O 0.30621 2.37323 0.83930 -1.871 -1.650 0.850
C 0.98977 2.93840 1.95858 2.435 1.523 -0.428
C 2.48080 2.65446 1.81182 0.117 -0.187 -0.089
H -1.39323 2.49673 -3.14907 0.421 -0.078 0.033
H -2.54787 2.85421 -1.95829 0.081 0.201 0.357
H -0.81475 3.40083 -1.74796 -0.293 0.205 0.052
H -1.82083 0.61218 -1.97082 0.474 -0.883 0.505
H -0.16785 1.03078 -1.29801 -0.101 -0.265 0.201
H -1.34291 -1.63355 2.00725 0.348 -0.108 0.113
H -2.17696 -0.92829 0.71648 0.133 0.007 -0.540
H 0.46317 -2.46006 -0.00385 0.098 0.655 0.423
H -0.92661 -3.33098 0.39014 -0.413 0.239 0.446
H -1.00421 -2.23105 -0.92018 0.016 0.259 -0.025
H 0.83127 4.01215 1.83299 -0.144 0.002 0.477
H 0.82728 2.62710 2.98918 -1.432 -0.379 -0.338
H 2.97308 3.04824 0.92218 -0.294 -0.068 -0.084
H 3.03931 3.05459 2.66143 -0.141 0.048 0.046
H 2.61253 1.57003 1.84198 0.048 0.091 -0.124
C -6.99158 -9.71250 -1.39395 1.714 -0.935 0.020
C -5.93620 -8.60049 -1.50723 -1.656 0.442 1.947
O -4.99318 -8.82660 -2.52699 1.042 -0.500 -0.346
P -3.50409 -9.36917 -2.23079 -0.604 0.138 1.387
O -2.59654 -9.39633 -3.37007 -0.244 0.085 -0.203
O -3.04361 -8.43639 -1.00137 0.352 -0.634 0.277
C -2.47693 -7.16791 -1.22394 0.644 2.115 -0.460
C -3.16979 -6.02718 -0.46680 -1.284 -1.035 -1.014
O -3.74598 -10.74222 -1.45589 -0.291 0.463 -0.675
C -2.67299 -11.68418 -1.17325 0.578 1.650 0.596
C -2.48880 -12.65275 -2.27801 -1.699 -1.314 -0.675
H -6.46249 -10.60600 -1.04009 0.193 -0.046 -0.279
H -7.70224 -9.60231 -0.57718 -0.451 0.713 -0.503
H -7.35510 -9.98678 -2.38199 -0.655 0.260 0.170
H -6.42286 -7.62499 -1.59884 0.038 -0.013 -1.064
H -5.52645 -8.43858 -0.50452 0.788 -0.532 -0.189
H -1.42958 -6.99460 -0.94884 0.188 -1.460 0.260
H -2.45634 -6.96253 -2.29846 -0.297 0.092 -0.013
H -3.33063 -6.25972 0.58480 0.535 0.190 0.124
H -2.62795 -5.10624 -0.67242 -0.008 0.091 0.391
H -4.17933 -5.92805 -0.87977 -0.017 0.317 0.046
H -1.74875 -11.11413 -1.03082 -0.045 0.076 0.075
H -2.96364 -12.04798 -0.18976 0.137 -0.625 -0.205
H -3.43183 -13.20223 -2.40267 -0.002 -0.075 0.159
H -2.39522 -12.18007 -3.25491 0.687 0.243 0.210
H -1.75867 -13.43652 -2.08608 0.382 0.375 0.004
C 1.25572 8.02254 -2.62753 -0.224 -0.830 0.510
C 1.43728 7.45728 -1.25180 -0.574 -0.279 1.260
O 2.84316 7.35548 -0.85939 0.336 0.473 0.712
P 3.33124 7.67848 0.63304 1.275 0.085 -0.656
O 2.27950 7.60645 1.64859 -0.264 0.167 0.143
O 4.56939 6.67968 0.88886 -1.259 0.825 -0.535
C 4.72049 6.14545 2.21985 0.061 -0.011 0.547
C 6.17601 5.70262 2.35271 -1.040 -0.609 -0.531
O 4.15288 9.06339 0.53867 -1.267 -1.075 0.469
C 3.47729 10.32029 0.34625 0.853 0.874 -0.758
C 3.54703 10.68498 -1.15744 -0.582 0.351 0.457
H 1.28407 9.10881 -2.59963 0.352 0.000 -0.277
H 1.98407 7.54574 -3.28104 -0.117 0.351 -0.387
H 0.22642 7.72678 -2.85027 0.365 0.156 -0.566
H 0.82405 8.02744 -0.54580 0.606 0.375 0.211
H 1.01968 6.46217 -1.08041 0.107 -0.212 -0.690
H 4.40988 6.85250 2.99348 0.313 0.440 -0.277
H 3.98811 5.34777 2.36858 0.342 -0.362 -0.399
H 6.81385 6.39949 2.88754 -0.053 -0.090 0.262
H 6.14763 4.68031 2.73260 0.380 0.270 0.517
H 6.57983 5.58295 1.34697 -0.572 0.135 0.443
H 2.47622 10.48966 0.74782 -0.213 -1.199 0.024
H 4.07461 10.98578 0.97010 0.118 0.267 -0.358
H 4.37998 11.35940 -1.34153 0.092 -0.179 -0.212
H 3.59089 9.80744 -1.79963 0.370 -0.148 0.243
H 2.63056 11.18130 -1.48590 0.054 0.248 0.204
C -0.56661 -11.18381 3.17107 -0.458 -0.883 -0.441
C -0.46436 -9.74610 2.68494 -0.510 -0.252 0.548
O 0.89208 -9.39162 2.95454 1.224 1.360 0.034
P 1.31177 -8.14062 3.89039 -0.337 -1.245 0.460
O 2.75638 -7.97488 4.09948 -0.857 0.047 -0.514
O 0.46890 -8.49119 5.20792 0.244 -0.763 -1.022
C 0.33046 -7.60058 6.28584 -0.241 0.668 1.090
C -1.06383 -6.94262 6.24986 0.881 -0.479 -0.258
O 0.48497 -6.89560 3.34012 0.679 -0.558 0.169
C 1.11505 -5.79689 2.71331 -1.060 3.036 -0.864
C 1.12195 -5.90023 1.17902 0.695 -1.025 0.319
H -0.50648 -11.27480 4.25299 0.123 0.070 -0.018
H -1.40356 -11.79569 2.81357 -0.660 0.808 0.207
H 0.20829 -11.79316 2.69735 0.625 0.508 0.318
H -0.75771 -9.68402 1.63310 0.744 0.111 -0.172
H -1.07804 -8.98740 3.17770 -0.400 -0.562 0.268
H 0.41602 -8.15949 7.22382 -0.192 -0.386 -0.253
H 1.20962 -6.95075 6.36308 -0.355 0.469 -0.453
H -1.21611 -6.36078 5.34215 0.156 0.262 0.137
H -1.78260 -7.76114 6.19704 -0.117 0.055 0.268
H -1.20937 -6.35310 7.15306 -0.183 0.095 -0.105
H 0.49892 -4.94866 3.03862 -0.173 -0.033 -0.219
H 2.08814 -5.44839 3.06132 0.330 -1.218 0.244
H 1.31254 -6.97336 1.07422 0.121 0.065 -0.805
H 0.26175 -5.63603 0.56410 -0.512 -0.035 0.697
H 1.94708 -5.35068 0.72614 0.215 -0.083 0.310
C -2.56441 -1.87595 -3.83880 1.539 -0.482 1.315
C -3.82398 -2.70121 -3.69875 0.721 -0.186 -1.125
O -4.87070 -1.93960 -3.10760 -0.606 0.241 0.250
P -5.11692 -2.06632 -1.54240 -0.418 -1.087 1.245
O -3.89242 -2.10982 -0.71874 -0.537 0.247 -0.605
O -6.16756 -0.87918 -1.19212 1.360 -1.244 -0.375
C -5.61026 0.44447 -1.01334 -0.303 0.926 -1.281
C -5.25064 1.04446 -2.40665 0.541 -0.878 0.735
O -5.96115 -3.44000 -1.37110 0.854 1.311 -0.070
C -7.34373 -3.50587 -1.80246 0.694 0.319 0.465
C -8.20926 -3.45196 -0.57056 -0.535 0.070 -0.120
H -1.96532 -2.02799 -2.93266 -0.176 0.169 0.179
H -1.87434 -2.27222 -4.58633 -0.409 0.179 -0.463
H -2.64612 -0.79274 -3.89329 -0.568 -0.078 -0.512
H -4.12131 -3.03530 -4.69514 -0.589 0.282 0.113
H -3.60085 -3.62768 -3.16552 -0.183 0.165 0.368
H -6.42391 0.98463 -0.53587 0.077 0.143 0.003
H -4.72387 0.49067 -0.38180 -0.096 -0.510 0.204
H -5.09442 2.12159 -2.37222 -0.391 0.056 -0.032
H -4.29303 0.61794 -2.71702 0.080 0.045 0.069
H -5.94258 0.68974 -3.16806 -0.340 0.491 0.073
H -7.49474 -2.65626 -2.47062 -0.417 -0.338 -0.214
H -7.44184 -4.47958 -2.28190 -0.097 0.290 -0.387
H -7.85010 -2.72584 0.15615 0.147 0.001 -0.082
H -9.21677 -3.13889 -0.85551 -0.073 -0.236 0.094
H -8.23863 -4.44127 -0.11590 -0.111 0.109 0.179
C -2.91576 5.32743 -0.20465 0.538 0.458 -0.491
C -3.93592 6.41581 -0.01849 -0.349 1.252 1.039
O -3.40540 7.59060 -0.72158 -0.600 -1.245 0.792
C -2.23091 7.23783 -1.25100 -0.344 1.149 -1.549
O -1.67488 7.94071 -2.06024 0.034 -0.568 0.958
O -1.85810 6.02154 -0.88314 0.875 -0.267 -0.289
H -3.20587 4.51703 -0.86749 -0.022 -0.289 0.498
H -2.51790 5.10338 0.78220 -0.139 -0.936 -0.259
H -3.91520 6.57834 1.06037 -0.450 0.705 -0.110
H -4.96624 6.27613 -0.33108 0.125 -0.295 -0.265
C -4.06785 6.71281 -4.93778 0.236 1.305 -0.614
C -4.64184 5.45481 -4.33640 0.959 -0.484 0.595
O -3.46927 4.80930 -3.78421 0.918 -0.681 -0.424
C -2.30981 5.37656 -4.31029 -1.853 0.947 0.769
O -1.20768 4.95602 -4.26274 0.004 -0.436 0.092
O -2.67204 6.58207 -4.77410 1.228 -0.058 -0.737
H -4.30329 7.69062 -4.51490 -0.448 -0.328 0.365
H -4.26362 6.79039 -6.00972 -0.112 -0.123 0.054
H -5.01480 4.81699 -5.13555 -0.473 -0.103 0.348
H -5.29386 5.58684 -3.47786 -0.431 0.050 -0.386
C 3.18464 -1.30891 0.37053 -0.510 -0.816 1.466
C 4.54017 -1.70896 -0.22440 -1.470 2.477 -1.109
O 5.04210 -2.72188 0.58905 0.197 -0.823 -0.302
C 4.03966 -3.22973 1.34821 0.071 0.757 1.398
O 4.12144 -4.13655 2.11849 0.239 -0.124 -0.757
O 2.97287 -2.42131 1.29614 -0.800 0.311 -0.615
H 2.31398 -1.23748 -0.27946 0.310 -0.324 -0.400
H 3.13430 -0.39844 0.96955 0.519 -0.009 0.032
H 5.13952 -0.80108 -0.23079 0.614 -0.472 0.216
H 4.30962 -1.93205 -1.26915 0.689 -0.937 0.045
C -0.17832 6.75955 2.98157 0.419 -1.495 0.937
C 0.04850 5.74035 4.10023 0.389 0.076 1.187
O -1.24871 5.26490 4.44006 -0.160 0.117 -0.289
C -2.15752 5.72497 3.54150 0.860 -0.360 0.868
O -3.28620 5.35196 3.53773 -0.067 0.559 -0.649
O -1.56414 6.62955 2.71850 -1.219 -0.182 -0.470
H 0.41278 6.38921 2.15095 -0.104 1.070 -0.422
H 0.04385 7.72955 3.41461 0.082 0.296 -0.913
H 0.49916 6.23871 4.96131 -0.229 -0.118 0.151
H 0.69020 4.88408 3.89479 -0.129 0.061 -0.444
C 3.88234 3.51591 -1.93929 0.892 1.441 -0.419
C 2.88831 4.36800 -2.72082 -0.324 0.409 1.428
O 2.08173 3.40364 -3.37414 0.130 -0.034 -0.520
C 2.36702 2.15984 -2.91469 -1.281 0.885 -0.805
O 1.73305 1.20997 -3.26628 0.466 -0.270 0.385
O 3.35072 2.21267 -2.03090 0.803 -0.975 0.677
H 4.06252 3.84789 -0.91825 -0.458 -0.378 0.197
H 4.85463 3.64814 -2.42293 0.095 -0.890 -0.115
H 3.38543 5.08209 -3.37221 -0.233 -0.269 -0.422
H 2.26823 4.92640 -2.01423 -0.139 0.039 -0.285
C -1.78511 -0.04916 5.85886 -1.345 -0.489 -0.605
C -2.97954 -0.19322 4.92005 -0.185 1.412 -0.241
O -3.95699 -0.75745 5.76302 -0.783 -0.104 0.076
C -3.35162 -1.48502 6.71132 0.482 0.010 -0.449
O -3.90735 -2.29687 7.37417 0.366 0.033 0.409
O -2.01534 -1.17171 6.73849 0.234 -0.464 0.045
H -1.88491 0.82616 6.49754 0.275 0.298 -0.345
H -0.90241 -0.05641 5.22465 0.519 -0.392 0.775
H -2.88930 -0.82059 4.03144 0.573 -0.154 0.185
H -3.30629 0.78737 4.57275 -0.123 -0.080 0.023
C -0.95938 0.85189 -5.79312 -0.103 -0.802 -0.093
C -0.47777 2.27093 -6.01174 -0.854 0.820 0.480
O 0.26129 2.22316 -7.23276 0.470 -1.444 0.992
C 0.72198 0.91338 -7.30952 0.586 1.311 -0.566
O 1.66798 0.61575 -7.95994 -0.100 -0.401 -0.203
O -0.00716 0.09613 -6.55254 -0.062 -0.180 -0.289
H -1.96882 0.61651 -6.13711 0.061 0.080 -0.129
H -0.81090 0.45466 -4.78875 -0.313 0.549 0.201
H 0.06419 2.52402 -5.09676 0.770 0.418 -0.572
H -1.21821 3.05218 -6.17199 -0.328 -0.319 0.255
```
Positions in Å, forces in eV/Å.